This record from the Open Molecules 2025 dataset describes 2 unconnected molecules or ions with the total composition C5H12S. The level of theory is the ωB97M-V functional and the def2-TZVPD basis.

Its SMILES is C=CC.CCS. Its net charge is 0. The HOMO energy comes out at -0.3251 Ha. The calculation puts the relative energy (zero: lowest compared OMol25 entry of this formula, charge and spin) at 27.45 kcal per mole.

Geometry as XYZ:
```
18
Properties=species:S:1:pos:R:3:forces:R:3:mulliken_charge:R:1
C 2.372732 -0.399052 0.517181 -0.54 -0.91 0.34 -0.922
C 2.118462 -0.665323 -0.760649 1.25 0.16 -0.20 0.161
C 1.511163 -1.924245 -1.341665 0.22 1.07 0.70 -0.874
H 2.708976 0.527886 0.958352 0.39 0.16 -0.51 0.306
H 2.191585 -1.179786 1.255013 -0.32 0.13 0.03 0.228
H 2.552181 0.000270 -1.506083 -0.62 0.44 0.04 0.310
H 1.804377 -1.973129 -2.384255 -0.04 -0.45 -0.09 0.310
H 1.823391 -2.787267 -0.758020 -0.13 -0.22 -0.20 0.318
H 0.431186 -1.783349 -1.268463 -0.07 -0.34 -0.14 0.176
C -2.259109 1.950974 -0.398353 0.93 -0.15 -0.99 -1.176
C -1.139546 1.536423 0.521624 -0.03 -1.29 1.71 -0.276
S -1.019438 -0.323226 0.773346 -0.56 0.67 -0.52 -0.250
H -3.283482 1.770546 -0.090498 0.08 -0.09 0.60 0.321
H -2.112198 1.358443 -1.309050 -0.18 0.43 -0.21 0.351
H -2.128354 3.012664 -0.613723 -0.23 -0.02 -0.21 0.324
H -0.128035 1.817015 0.242187 -0.16 0.25 -0.50 0.264
H -1.282816 1.883815 1.542488 -0.07 0.39 -0.06 0.337
H -2.285875 -0.507934 0.363378 0.07 -0.23 0.20 0.091
```
Positions in Å, forces in eV/Å.